# 1
ORCA calculation (ωB97M-V/def2-TZVPD) on a structure of composition C18H23ClN4O2PSW.

As for the charge: +3. The HOMO energy (spin up / spin down) is -17.696 / -17.944 eV. As for the spin multiplicity: 3. The calculated total energy is -2335.134775 Ha. The expectation value of S² is 2.0181. As for the HOMO-LUMO gap (spin up / spin down): 6.663 / 6.736 eV. The lowest unoccupied orbital energy (spin up / spin down) comes out at -0.405 / -0.412 hartree.

Each line ends with the Mulliken spin population.
Atoms and positions in Å:
W (-0.917, 1.323, -0.326)  1.93
C (2.961, -0.439, -1.515)  0.00
C (1.541, -0.054, -1.305)  -0.01
N (1.143, 0.984, -0.635)  -0.03
N (2.068, 1.873, -0.120)  0.00
C (1.641, 2.866, 0.675)  0.01
N (2.489, 3.763, 1.112)  0.00
S (-0.025, 2.953, 1.181)  -0.02
C (0.434, -0.854, -1.872)  0.10
C (0.648, -1.867, -2.782)  0.02
C (-0.452, -2.537, -3.318)  0.02
C (-1.723, -2.161, -2.924)  -0.01
C (-1.869, -1.119, -2.019)  0.02
N (-0.818, -0.473, -1.499)  0.00
H (3.604, -0.108, -0.701)  0.00
H (3.333, -0.033, -2.461)  0.01
H (3.044, -1.523, -1.559)  0.00
H (3.017, 1.831, -0.472)  0.00
H (3.472, 3.761, 0.864)  0.00
H (2.171, 4.513, 1.712)  0.00
H (1.650, -2.133, -3.088)  0.00
H (-0.308, -3.331, -4.038)  0.00
H (-2.605, -2.647, -3.319)  0.00
H (-2.850, -0.778, -1.712)  0.00
Cl (-3.334, 1.986, -0.058)  0.01
C (-3.512, 3.104, -1.515)  0.01
C (-2.216, 3.190, -2.293)  0.01
O (-2.016, 4.014, -3.108)  0.01
O (-1.278, 2.213, -1.989)  0.00
H (-3.796, 4.069, -1.105)  0.00
H (-4.318, 2.681, -2.111)  0.00
C (-2.591, -1.571, 1.328)  0.00
P (-1.331, -0.306, 1.616)  -0.08
C (-1.806, 0.470, 3.177)  0.00
C (0.258, -1.122, 1.835)  0.02
C (0.531, -2.322, 1.173)  -0.01
C (1.782, -2.911, 1.296)  0.00
C (2.766, -2.304, 2.067)  0.01
C (2.501, -1.108, 2.724)  0.00
C (1.252, -0.514, 2.606)  0.01
H (-2.418, -2.131, 0.412)  0.00
H (-3.574, -1.101, 1.278)  0.00
H (-2.579, -2.268, 2.169)  0.00
H (-1.848, -0.300, 3.949)  0.00
H (-2.796, 0.918, 3.076)  0.00
H (-1.102, 1.242, 3.478)  0.00
H (-0.235, -2.832, 0.601)  0.00
H (1.977, -3.864, 0.821)  0.00
H (3.731, -2.781, 2.183)  0.00
H (3.254, -0.658, 3.357)  0.00
H (1.048, 0.398, 3.155)  0.00

# 2
ORCA calculation (ωB97M-V/def2-TZVPD) on a structure of composition CHF24O3P4V at a distorted geometry.

As for the charge: -3. The HOMO energy (spin up / spin down) is -2.544 / -2.757 eV. As for the spin multiplicity: 4. The calculated total energy is -4971.497571 Ha. The expectation value of S² is 3.7753. As for the HOMO-LUMO gap (spin up / spin down): 5.328 / 6.885 eV. The lowest unoccupied orbital energy (spin up / spin down) comes out at 0.102 / 0.152 hartree.

Each line ends with the Mulliken spin population.
Atoms and positions in Å:
V (0.816, 0.200, -0.132)  3.02
O (5.695, -0.174, -1.343)  0.00
C (4.404, -0.118, -1.029)  0.01
O (3.612, 0.725, -1.512)  -0.03
O (3.879, -0.992, -0.270)  -0.02
H (5.922, 0.509, -1.978)  0.00
P (-3.665, -1.800, 1.399)  0.00
F (-3.425, -0.828, 2.696)  0.00
F (-4.730, -0.706, 0.855)  0.00
F (-2.426, -1.045, 0.532)  0.00
F (-3.835, -2.709, 0.087)  0.00
F (-2.525, -2.808, 1.907)  0.00
F (-4.909, -2.537, 2.230)  0.00
P (0.297, -2.987, -3.878)  0.00
F (1.518, -3.869, -3.120)  0.00
F (1.383, -1.877, -4.359)  0.00
F (0.369, -3.710, -5.370)  0.00
F (-0.964, -2.091, -4.421)  0.00
F (-0.794, -4.098, -3.399)  0.00
F (0.097, -2.046, -2.540)  0.00
P (-1.233, 3.621, -0.832)  0.00
F (-2.042, 2.832, 0.359)  0.00
F (-2.593, 3.937, -1.636)  0.00
F (-1.352, 5.051, -0.118)  0.00
F (-0.406, 4.552, -1.915)  0.00
F (0.138, 3.364, -0.049)  0.00
F (-0.999, 2.224, -1.647)  0.00
P (1.139, 1.027, 4.226)  0.00
F (1.725, 1.841, 5.517)  0.00
F (2.338, 1.658, 3.305)  0.00
F (2.046, -0.239, 4.706)  0.00
F (0.566, 0.262, 2.918)  0.01
F (-0.203, 0.604, 5.113)  0.00
F (0.154, 2.227, 3.699)  0.00

# 3
ORCA calculation (ωB97M-V/def2-TZVPD) on the molecule C19H23ClN4O2 at a distorted geometry.

The HOMO energy is -8.065 eV. The calculated total energy is -1567.284431 Ha. As for the SMILES: COc1cc(Cl)cc([C@@]2(C3CCC3)C(C#N)=C(N)O[C@@H]3NN[C@H](C)[C@@H]32)c1. As for the HOMO-LUMO gap: 8.612 eV. The lowest unoccupied orbital energy comes out at 0.020 hartree.

Each line ends with the natural charge from an NBO analysis.
Atoms and positions in Å:
C (1.334, -3.154, -3.987)  -0.26
O (-0.022, -2.649, -3.937)  -0.50
C (-0.609, -2.013, -2.913)  0.28
C (-1.913, -1.957, -2.941)  -0.28
C (-2.704, -1.386, -1.908)  -0.01
Cl (-4.404, -1.233, -2.037)  0.02
C (-2.065, -0.616, -0.977)  -0.29
C (-0.631, -0.651, -0.791)  0.04
C (0.102, 0.183, 0.305)  0.02
C (-0.650, -0.405, 1.540)  -0.21
C (-0.782, -1.921, 1.960)  -0.40
C (-0.245, -1.700, 3.320)  -0.41
C (0.065, -0.238, 2.987)  -0.41
C (1.622, -0.190, 0.381)  -0.37
C (2.115, -1.517, 0.406)  0.29
N (2.735, -2.521, 0.391)  -0.36
C (2.573, 0.784, 0.567)  0.59
N (3.928, 0.648, 0.621)  -0.81
O (2.232, 2.129, 0.707)  -0.54
C (1.212, 2.584, -0.204)  0.26
N (0.646, 3.989, -0.137)  -0.47
N (-0.484, 3.894, 0.685)  -0.51
C (-1.263, 2.806, 0.383)  -0.02
C (-2.028, 2.464, 1.691)  -0.61
C (-0.172, 1.678, -0.070)  -0.26
C (0.067, -1.417, -1.878)  -0.25
H (2.123, -2.388, -4.076)  0.18
H (1.572, -3.769, -3.068)  0.19
H (1.351, -3.718, -4.925)  0.21
H (-2.431, -2.658, -3.575)  0.23
H (-2.652, -0.049, -0.323)  0.21
H (-1.621, -0.003, 1.557)  0.21
H (-1.824, -2.280, 1.910)  0.21
H (-0.278, -2.569, 1.271)  0.22
H (-0.964, -1.898, 4.032)  0.20
H (0.634, -2.396, 3.511)  0.21
H (-0.467, 0.460, 3.579)  0.20
H (1.150, -0.001, 2.971)  0.22
H (4.309, -0.052, -0.037)  0.41
H (4.422, 1.579, 0.651)  0.41
H (1.673, 2.320, -1.179)  0.18
H (1.326, 4.637, 0.306)  0.38
H (-1.146, 4.664, 0.771)  0.37
H (-1.876, 3.132, -0.525)  0.17
H (-1.343, 1.998, 2.429)  0.23
H (-2.902, 1.783, 1.378)  0.20
H (-2.443, 3.335, 2.150)  0.21
H (-0.421, 1.730, -1.103)  0.23
H (1.145, -1.447, -1.873)  0.21

# 4
ORCA calculation (ωB97M-V/def2-TZVPD) on a structure of composition C16H31CoN6O5PS3.

The HOMO energy (spin up / spin down) is -7.807 / -7.807 eV. As for the spin multiplicity: 2. The calculated total energy is -4251.811340 Ha. The expectation value of S² is 0.7615. As for the HOMO-LUMO gap (spin up / spin down): 6.875 / 7.199 eV. The lowest unoccupied orbital energy (spin up / spin down) comes out at -0.034 / -0.022 hartree.

Each line ends with the Mulliken spin population.
Atoms and positions in Å:
Co (1.175, -0.163, -0.344)  1.00
C (0.726, 5.681, 0.021)  0.00
C (-0.238, 4.516, -0.028)  0.00
O (0.045, 3.593, -1.100)  0.00
P (1.310, 2.618, -1.127)  0.00
S (1.709, 1.904, 0.687)  -0.03
S (0.894, 1.176, -2.428)  0.06
O (2.529, 3.523, -1.574)  0.00
C (2.885, 3.818, -2.942)  0.00
C (2.290, 5.140, -3.373)  0.00
H (0.391, 6.388, 0.782)  0.00
H (0.756, 6.197, -0.937)  0.00
H (1.731, 5.351, 0.279)  0.00
H (-1.253, 4.856, -0.229)  0.00
H (-0.232, 3.968, 0.918)  0.00
H (2.548, 3.001, -3.582)  0.00
H (3.973, 3.845, -2.953)  0.00
H (1.201, 5.092, -3.363)  0.00
H (2.615, 5.375, -4.387)  0.00
H (2.614, 5.941, -2.710)  0.00
N (3.241, -0.320, -0.421)  0.00
H (3.693, -1.170, -0.748)  0.00
H (3.599, -0.118, 0.507)  0.00
H (3.558, 0.446, -1.010)  0.00
N (1.049, -1.909, -1.342)  -0.01
C (0.892, -3.093, -0.511)  0.03
C (1.574, -3.193, 0.692)  0.02
C (1.241, -4.203, 1.587)  0.00
C (0.218, -5.083, 1.284)  0.00
C (-0.400, -5.038, 0.042)  0.00
C (-0.061, -4.044, -0.858)  0.00
S (-0.482, -6.162, 2.549)  0.00
O (0.504, -6.154, 3.611)  0.00
O (-0.669, -7.426, 1.868)  0.00
O (-1.710, -5.438, 2.842)  0.00
H (0.286, -1.881, -2.013)  0.00
H (1.892, -1.952, -1.912)  0.00
H (2.321, -2.458, 0.969)  -0.05
H (1.728, -4.292, 2.549)  0.00
H (-1.165, -5.768, -0.190)  0.00
H (-0.567, -3.980, -1.817)  0.00
C (-1.492, 1.070, 0.489)  0.01
N (-0.789, -0.250, 0.371)  -0.10
C (-0.788, -0.861, 1.748)  0.01
N (-2.123, -0.985, 2.282)  0.00
C (-2.748, 0.329, 2.347)  0.00
N (-2.832, 0.945, 1.019)  0.00
C (-3.617, 0.065, 0.154)  0.00
N (-3.004, -1.257, 0.049)  0.00
C (-1.671, -1.105, -0.492)  0.01
C (-2.905, -1.845, 1.395)  0.00
H (-1.514, 1.526, -0.500)  0.00
H (-0.907, 1.695, 1.163)  0.00
H (-0.188, -0.215, 2.395)  -0.02
H (-0.331, -1.847, 1.698)  0.04
H (-2.163, 0.975, 3.006)  0.00
H (-3.753, 0.227, 2.759)  0.00
H (-3.685, 0.508, -0.842)  0.00
H (-4.623, -0.034, 0.564)  0.00
H (-1.715, -0.638, -1.479)  0.00
H (-1.230, -2.094, -0.560)  0.00
H (-2.430, -2.827, 1.343)  0.00
H (-3.907, -1.967, 1.805)  0.00